Record 1
Computed, not measured: C5H9GdO5 as an isolated structure, with the ωB97M-V functional and the def2-TZVPD basis.

Lowest unoccupied orbital energy (spin up / spin down): -4.97 / -8.41 eV
Gap between HOMO and LUMO (spin up / spin down): 6.54 / 4.35 eV
Expectation value of S²: 20.34
Total energy: -36392.5020 eV
HOMO energy (spin up / spin down): -0.423 / -0.469 hartree
Total charge: +1
Multiplicity: 9

Structure (XYZ):
```
20
Properties=species:S:1:pos:R:3:lowdin_charge:R:1
C 3.419 -0.725 -1.141 -0.106
C 2.049 -0.837 -0.494 -0.371
O 1.465 0.400 -0.160 -0.530
Gd 2.307 2.501 -0.023 1.520
H 3.804 -1.720 -1.406 0.100
H 3.366 -0.133 -2.068 0.080
H 4.141 -0.260 -0.452 0.066
H 2.128 -1.467 0.411 0.128
H 1.380 -1.389 -1.180 0.136
C -1.562 -0.217 0.530 -0.273
C -1.719 1.294 0.319 -0.095
O -3.074 1.589 0.644 0.068
C -3.840 0.487 0.579 -0.601
O -3.100 -0.603 0.515 0.100
O -5.031 0.539 0.398 0.159
O -1.081 -0.542 1.755 0.048
H -1.241 -0.839 -0.316 0.159
H -1.535 1.591 -0.721 0.135
H -1.062 1.848 1.000 0.113
H -0.814 -1.515 1.806 0.166
```

=====

Record 2
Computed, not measured: C5H9HoO3 as an isolated structure, with the ωB97M-V functional and the def2-TZVPD basis.

Lowest unoccupied orbital energy (spin up / spin down): -9.63 / -11.02 eV
Gap between HOMO and LUMO (spin up / spin down): 8.37 / 5.52 eV
Expectation value of S²: 6.04
Total energy: -37249.6822 eV
Energy relative to the best compared isomer or geometry (same formula, charge and spin): 18.18 kcal/mol
HOMO energy (spin up / spin down): -0.662 / -0.608 hartree
Total charge: +2
Multiplicity: 5

Structure (XYZ):
```
18
Properties=species:S:1:pos:R:3:nbo_charge:R:1
O 0.117 1.101 -0.533 -0.734
C -0.414 0.006 -0.268 0.906
O -1.640 -0.170 -0.637 -0.415
C -2.587 -0.885 0.199 -0.081
C 0.487 -1.466 0.082 0.104
H 0.020 -2.339 0.559 0.264
C 1.746 -1.735 -0.715 -0.723
H 1.665 -2.644 -1.325 0.311
H 1.944 -0.941 -1.458 0.229
H 2.613 -1.859 -0.038 0.248
C -3.968 -0.405 -0.162 -0.637
H -2.352 -0.677 1.250 0.200
H -2.457 -1.957 0.016 0.207
H -4.137 0.617 0.200 0.235
H -4.702 -1.070 0.312 0.258
H -4.124 -0.432 -1.248 0.245
Ho 2.083 1.220 0.745 2.094
O 0.647 -0.487 1.145 -0.711
```

=====

Record 3
Computed, not measured: C5H9I2NOS as an isolated structure, with the ωB97M-V functional and the def2-TZVPD basis.

Lowest unoccupied orbital energy: -0.49 eV
Gap between HOMO and LUMO: 7.94 eV
Total energy: -35898.5743 eV
HOMO energy: -0.310 hartree
Multiplicity: 1

Structure (XYZ):
```
19
Properties=species:S:1:pos:R:3:nbo_charge:R:1
C 1.618 0.739 0.522 -0.438
C 1.798 -0.761 0.119 -0.249
C 0.414 0.670 1.515 -0.586
C -1.030 -0.640 -1.789 -0.760
C -1.599 -0.165 -0.512 -0.573
N 0.637 -1.572 0.403 -0.877
O -2.779 2.008 1.390 -1.003
S -0.540 -0.834 1.047 1.140
I -3.315 -1.539 -0.324 0.111
I -2.308 1.852 -0.399 1.192
H 2.587 1.131 0.986 0.222
H 1.555 1.317 -0.287 0.206
H 1.839 -0.987 -1.005 0.204
H 2.736 -1.020 0.712 0.201
H 0.724 0.379 2.550 0.238
H -0.081 1.560 1.570 0.245
H -0.230 0.153 -2.179 0.204
H -0.375 -1.464 -1.658 0.273
H -1.652 -0.829 -2.661 0.248
```

=====

Record 4
Computed, not measured: C5H9INOP as an isolated structure, with the ωB97M-V functional and the def2-TZVPD basis.

Lowest unoccupied orbital energy: -0.13 eV
Gap between HOMO and LUMO: 8.35 eV
Total energy: -26254.2108 eV
Energy relative to the best compared isomer or geometry (same formula, charge and spin): 22.99 kcal/mol
HOMO energy: -0.311 hartree
Multiplicity: 1

Structure (XYZ):
```
18
Properties=species:S:1:pos:R:3:nbo_charge:R:1
C -1.069 -1.097 -0.310 -0.265
C -1.092 0.354 -0.668 -0.562
C 0.373 -1.592 -0.271 -0.347
C 0.192 1.032 -0.284 0.558
C 0.321 1.446 1.209 -0.709
N 1.221 -0.520 -0.696 -0.667
O 0.604 1.954 -1.204 -0.706
P -2.474 -1.976 0.202 0.367
I 3.010 -0.284 0.235 0.256
H -1.184 0.596 -1.760 0.261
H -1.841 0.813 -0.117 0.233
H 0.720 -2.121 0.712 0.209
H 0.398 -2.420 -1.050 0.223
H 0.825 2.392 1.277 0.224
H 0.984 0.661 1.502 0.244
H -0.694 1.641 1.551 0.234
H 1.503 2.237 -1.093 0.491
H -1.799 -3.115 0.765 -0.045
```

=====

Record 5
Computed, not measured: a 2-piece molecular cluster, C5H9IO2 overall, with the ωB97M-V functional and the def2-TZVPD basis.

Lowest unoccupied orbital energy: 0.61 eV
Gap between HOMO and LUMO: 8.88 eV
Total energy: -17523.9377 eV
Energy relative to the best compared isomer or geometry (same formula, charge and spin): 48.77 kcal/mol
HOMO energy: -0.304 hartree
Multiplicity: 1

Structure (XYZ):
```
17
Properties=species:S:1:pos:R:3:nbo_charge:R:1
C 0.624 -0.572 -0.198 0.838
C -0.920 1.424 -1.262 -0.697
C -0.371 1.756 1.108 -0.702
C 1.252 -2.795 0.278 -0.260
C -0.897 0.821 0.078 -0.145
O 1.478 -0.150 -0.878 -0.604
O 0.421 -1.661 0.482 -0.512
I -2.470 -0.532 0.539 0.116
H -0.978 0.757 -2.048 0.225
H -1.826 2.144 -1.298 0.218
H 0.103 1.867 -1.433 0.239
H -0.973 1.859 2.048 0.238
H -0.454 2.686 0.568 0.213
H 0.686 1.589 1.113 0.240
H 1.639 -2.754 -0.665 0.195
H 0.554 -3.641 0.580 0.210
H 2.131 -2.800 0.988 0.189
```

=====

Record 6
Computed, not measured: C5H9LaMgO4 as an isolated structure, with the ωB97M-V functional and the def2-TZVPD basis.

Lowest unoccupied orbital energy (spin up / spin down): -4.82 / -4.82 eV
Gap between HOMO and LUMO (spin up / spin down): 3.55 / 5.45 eV
Expectation value of S²: 0.75
Total energy: -19815.7942 eV
Energy relative to the best compared isomer or geometry (same formula, charge and spin): 0.00 kcal/mol
HOMO energy (spin up / spin down): -0.307 / -0.377 hartree
Total charge: +1
Multiplicity: 2

Structure (XYZ):
```
20
Properties=species:S:1:pos:R:3:lowdin_charge:R:1
O 0.547 2.659 -0.353 -0.253
C 1.643 2.110 0.131 -0.408
C 1.739 0.834 0.599 -0.280
O 0.429 0.268 0.799 -0.311
C 0.221 -0.953 0.108 -0.184
C -1.259 -1.237 0.102 -0.163
O -1.919 -0.083 -0.414 -0.272
C -3.311 -0.279 -0.636 -0.047
Mg -1.051 1.725 0.331 1.173
H 2.576 2.696 0.065 0.092
H 0.763 -1.774 0.603 0.143
H 0.604 -0.848 -0.919 0.147
H -1.633 -1.447 1.116 0.147
H -1.470 -2.106 -0.539 0.151
H -3.734 0.677 -0.960 0.104
H -3.457 -1.034 -1.420 0.115
H -3.806 -0.606 0.291 0.111
H 4.011 -0.336 -0.816 0.019
La 4.341 0.227 2.009 1.417
O 4.767 -0.494 -0.097 -0.701
```

=====

Record 7
Computed, not measured: C5H9LiO3 as an isolated structure, with the ωB97M-V functional and the def2-TZVPD basis.

Lowest unoccupied orbital energy: -9.41 eV
Gap between HOMO and LUMO: 10.52 eV
Total energy: -11659.4763 eV
Energy relative to the best compared isomer or geometry (same formula, charge and spin): 0.00 kcal/mol
HOMO energy: -0.733 hartree
Total charge: +2
Multiplicity: 1

Structure (XYZ):
```
18
Properties=species:S:1:pos:R:3:nbo_charge:R:1
H -0.654 -1.501 0.406 0.160
O 0.781 -0.286 -0.120 -0.419
O -1.373 0.556 0.146 -0.415
O -0.801 -0.862 -1.699 -0.858
C 1.179 -0.861 0.964 0.552
C -1.994 1.320 -0.613 0.554
C 2.235 -0.240 1.763 -0.747
C -2.827 2.397 -0.097 -0.739
C -0.622 -0.709 -0.516 0.670
H 1.116 -1.959 0.984 0.229
H -1.971 1.094 -1.692 0.199
H 1.835 -0.093 2.778 0.325
H 3.049 -0.977 1.867 0.314
H 2.604 0.696 1.331 0.289
H -2.446 3.336 -0.533 0.311
H -3.837 2.271 -0.521 0.309
H -2.846 2.436 0.995 0.281
Li -1.015 -1.557 -2.994 0.987
```

=====

Record 8
Computed, not measured: C5H9MgO4Tm as an isolated structure, with the ωB97M-V functional and the def2-TZVPD basis.

Lowest unoccupied orbital energy (spin up / spin down): -4.34 / -6.15 eV
Gap between HOMO and LUMO (spin up / spin down): 4.65 / 4.05 eV
Expectation value of S²: 3.76
Total energy: -48486.5202 eV
Energy relative to the best compared isomer or geometry (same formula, charge and spin): 1.64 kcal/mol
HOMO energy (spin up / spin down): -0.330 / -0.375 hartree
Total charge: +1
Multiplicity: 4

Structure (XYZ):
```
20
Properties=species:S:1:pos:R:3:nbo_charge:R:1
O -0.170 1.807 -0.825 -1.094
C 1.177 1.907 -0.567 -0.075
C 1.700 0.809 0.348 -0.106
O 1.286 -0.486 -0.110 -0.681
C 1.864 -0.903 -1.344 -0.276
Tm 0.186 -2.035 1.204 0.915
H 1.476 2.862 -0.090 0.180
H 1.737 1.850 -1.523 0.159
H 1.297 0.938 1.363 0.191
H 2.801 0.835 0.404 0.204
H 1.653 -1.969 -1.488 0.203
H 1.409 -0.355 -2.180 0.208
H 2.951 -0.739 -1.322 0.209
O -3.504 0.647 0.055 -0.699
C -3.936 -0.275 0.821 0.672
C -2.832 -1.217 1.293 -0.247
O -1.531 -0.890 0.875 -1.097
Mg -1.544 0.664 -0.297 1.837
H -3.139 -2.235 0.982 0.249
H -2.880 -1.215 2.402 0.249
```

=====

Record 9
Computed, not measured: one molecule with the formula C5H9N, with the ωB97M-V functional and the def2-TZVPD basis.

Lowest unoccupied orbital energy: 0.62 eV
Gap between HOMO and LUMO: 8.01 eV
Total energy: -6817.8799 eV
Energy relative to the best compared isomer or geometry (same formula, charge and spin): 71.83 kcal/mol
HOMO energy: -0.271 hartree
Multiplicity: 1

Structure (XYZ):
```
15
Properties=species:S:1:pos:R:3:nbo_charge:R:1
C 1.343 0.650 -1.775 -0.650
C -0.828 0.347 2.562 -0.723
C 0.345 0.089 -0.816 0.243
C -0.055 -0.231 1.433 0.196
C -0.497 -1.073 -1.121 -0.673
N 0.333 0.433 0.440 -0.423
H -0.561 -1.516 0.021 0.221
H 2.057 1.293 -1.261 0.229
H 0.845 1.238 -2.551 0.223
H 1.889 -0.154 -2.272 0.222
H -1.553 -0.826 -1.235 0.230
H -0.163 -1.649 -1.981 0.222
H -0.989 1.424 2.484 0.201
H -1.809 -0.140 2.551 0.243
H -0.356 0.116 3.521 0.240
```

=====

Record 10
Computed, not measured: C5H9N as an isolated structure, with the ωB97M-V functional and the def2-TZVPD basis.

Lowest unoccupied orbital energy: 0.70 eV
Gap between HOMO and LUMO: 11.49 eV
Total energy: -6819.1829 eV
Energy relative to the best compared isomer or geometry (same formula, charge and spin): 41.79 kcal/mol
HOMO energy: -0.396 hartree
Multiplicity: 1

Structure (XYZ):
```
15
Properties=species:S:1:pos:R:3:nbo_charge:R:1
C -0.617 1.335 -0.339 -0.576
C -0.560 0.021 0.438 -0.228
C -1.124 -1.168 -0.363 -0.613
C 1.014 -0.223 0.773 -0.490
C 1.887 0.288 -0.296 0.210
N 2.976 0.177 -0.693 -0.283
H -0.674 2.238 0.292 0.220
H -1.358 1.392 -1.146 0.220
H 0.590 1.356 -0.945 0.194
H -1.016 0.080 1.434 0.214
H -0.631 -1.234 -1.342 0.212
H -2.207 -1.123 -0.548 0.218
H -0.924 -2.100 0.174 0.210
H 1.252 -1.297 0.862 0.244
H 1.391 0.259 1.698 0.248
```

=====

Record 11
Computed, not measured: one molecule with the formula C5H9N, with the ωB97M-V functional and the def2-TZVPD basis.

Lowest unoccupied orbital energy: 0.79 eV
Gap between HOMO and LUMO: 8.35 eV
Total energy: -6818.5023 eV
SMILES: C=C/C(N)=C/C
Energy relative to the best compared isomer or geometry (same formula, charge and spin): 57.48 kcal/mol
HOMO energy: -0.278 hartree
Multiplicity: 1

Structure (XYZ):
```
15
Properties=species:S:1:pos:R:3:nbo_charge:R:1
C -1.855 -1.416 0.037 -0.630
N 0.182 0.025 -1.752 -0.819
C 0.221 -0.040 -0.329 0.108
C -0.548 -0.865 0.431 -0.235
C 1.338 1.335 1.553 -0.373
C 0.976 0.999 0.273 -0.212
H -1.988 -1.476 -1.162 0.182
H -1.941 -2.385 0.446 0.220
H -2.665 -0.725 0.213 0.223
H -0.693 -0.168 -2.127 0.382
H 0.808 0.695 -2.143 0.384
H -0.266 -1.008 1.462 0.201
H 0.928 1.147 2.563 0.197
H 2.162 1.952 1.584 0.182
H 1.587 1.718 -0.361 0.191
```

=====

Record 12
Computed, not measured: one molecule with the formula C5H9N, with the ωB97M-V functional and the def2-TZVPD basis.

Lowest unoccupied orbital energy: 1.27 eV
Gap between HOMO and LUMO: 10.17 eV
Total energy: -6818.6055 eV
SMILES: C1CC1N1CC1
Energy relative to the best compared isomer or geometry (same formula, charge and spin): 55.10 kcal/mol
HOMO energy: -0.327 hartree
Multiplicity: 1

Structure (XYZ):
```
15
Properties=species:S:1:pos:R:3:nbo_charge:R:1
C -0.723 -0.887 -1.011 -0.451
C 0.497 -0.455 -1.851 -0.420
C 0.558 -0.460 -0.363 -0.070
N 0.672 0.741 0.450 -0.394
C 0.434 0.503 1.872 -0.257
C -0.579 1.190 1.049 -0.261
H -1.554 -0.188 -1.072 0.216
H -1.041 -1.917 -0.960 0.216
H 1.152 -1.131 -2.412 0.215
H 0.364 0.484 -2.373 0.217
H 1.168 -1.277 0.015 0.202
H 0.191 -0.519 2.171 0.189
H 1.054 1.070 2.559 0.202
H -0.744 2.262 1.115 0.202
H -1.449 0.584 0.810 0.193
```

=====

Record 13
Computed, not measured: one molecule with the formula C5H9N, with the ωB97M-V functional and the def2-TZVPD basis.

Lowest unoccupied orbital energy: 0.85 eV
Gap between HOMO and LUMO: 12.32 eV
Total energy: -6820.9593 eV
SMILES: CC(C)CC#N
Energy relative to the best compared isomer or geometry (same formula, charge and spin): 0.82 kcal/mol
HOMO energy: -0.422 hartree
Multiplicity: 1

Structure (XYZ):
```
15
Properties=species:S:1:pos:R:3:nbo_charge:R:1
C -0.475 -0.821 1.226 -0.613
C 0.163 0.342 0.467 -0.199
C 1.506 -0.059 -0.150 -0.616
C -0.798 0.920 -0.590 -0.510
C -1.030 0.012 -1.720 0.286
N -1.197 -0.700 -2.617 -0.333
H -1.366 -0.503 1.779 0.209
H 0.231 -1.247 1.946 0.216
H -0.771 -1.622 0.538 0.215
H 0.333 1.162 1.176 0.204
H 1.456 -1.063 -0.588 0.217
H 2.294 -0.063 0.610 0.217
H 1.811 0.631 -0.945 0.211
H -0.390 1.853 -0.995 0.248
H -1.767 1.159 -0.138 0.248
```

=====

Record 14
Computed, not measured: one molecule with the formula C5H9N, with the ωB97M-V functional and the def2-TZVPD basis.

Lowest unoccupied orbital energy: 1.11 eV
Gap between HOMO and LUMO: 9.53 eV
Total energy: -6819.3866 eV
SMILES: CC1=CCNC1
Energy relative to the best compared isomer or geometry (same formula, charge and spin): 37.09 kcal/mol
HOMO energy: -0.309 hartree
Multiplicity: 1

Structure (XYZ):
```
15
Properties=species:S:1:pos:R:3:nbo_charge:R:1
C 1.290 1.575 -0.714 -0.640
C 0.521 0.320 -0.258 0.010
C 0.176 -0.790 -0.866 -0.208
C -0.872 -1.561 -0.092 -0.255
C -0.236 0.364 1.044 -0.257
H 1.814 1.371 -1.697 0.221
H 2.065 1.821 0.102 0.220
H 0.561 2.390 -0.905 0.226
H 0.586 -1.159 -1.751 0.204
H -0.414 -2.482 0.370 0.172
H -1.760 -1.872 -0.734 0.198
H -2.083 -0.877 1.616 0.376
H -0.585 1.446 1.180 0.193
H 0.347 -0.055 1.915 0.179
N -1.408 -0.491 0.789 -0.640
```

=====

Record 15
Computed, not measured: one molecule with the formula C5H9N, with the ωB97M-V functional and the def2-TZVPD basis.

Lowest unoccupied orbital energy: 1.14 eV
Gap between HOMO and LUMO: 8.91 eV
Total energy: -6818.2473 eV
SMILES: C[C@H]1C=CN1C
Energy relative to the best compared isomer or geometry (same formula, charge and spin): 63.36 kcal/mol
HOMO energy: -0.286 hartree
Multiplicity: 1

Structure (XYZ):
```
15
Properties=species:S:1:pos:R:3:nbo_charge:R:1
C 2.063 0.561 0.143 -0.432
C -1.916 0.800 -0.455 -0.656
C 0.601 -1.384 -0.098 0.018
C -0.717 -1.379 0.244 -0.387
C -0.848 0.075 0.310 0.025
N 0.839 -0.054 -0.334 -0.425
H 1.371 -2.148 -0.086 0.190
H -1.489 -2.128 0.199 0.213
H -0.562 0.542 1.249 0.197
H 1.875 1.306 0.924 0.199
H 2.774 -0.153 0.582 0.187
H 2.578 1.054 -0.682 0.197
H -2.872 0.283 -0.347 0.226
H -2.030 1.835 -0.133 0.213
H -1.668 0.790 -1.518 0.234
```